1 | {"formula": "C43H37CaN3OP2S2", "method": "ωB97M-V/def2-TZVPD", "symbols": ["Ca", "S", "P", "C", "P", "S", "C", "C", "C", "C", "C", "C", "C", "C", "C", "C", "C", "C", "C", "C", "C", "C", "C", "C", "C", "C", "C", "C", "C", "C", "H", "H", "H", "H", "H", "H", "H", "H", "H", "H", "H", "H", "H", "H", "H", "H", "H", "H", "H", "H", "N", "C", "O", "C", "C", "H", "H", "H", "H", "H", "H", "N", "C", "C", "C", "C", "C", "C", "C", "H", "H", "H", "H", "H", "C", "C", "C", "C", "C", "C", "C", "C", "N", "H", "H", "H", "H", "H", "H"], "xyz": [[1.8393, 1.5501, 0.4881], [2.1804, -0.5394, 2.7449], [0.5674, -1.1452, 1.7006], [0.4603, -0.9416, 0.0545], [1.6109, -1.2802, -1.1369], [3.2066, -0.0996, -1.4566], [2.3335, -2.9581, -0.8135], [1.8821, -4.0969, -1.5069], [2.5139, -5.2600, -1.1720], [3.3543, -5.3914, -0.0759], [3.6797, -4.3054, 0.6953], [3.1864, -3.0537, 0.2720], [0.8063, -1.3001, -2.7802], [-0.5564, -1.0700, -2.8335], [-1.1422, -0.9866, -4.0633], [-0.3235, -0.9823, -5.2313], [0.9928, -1.2812, -5.1887], [1.5882, -1.4847, -3.8948], [-0.7253, 0.1094, 2.4321], [-0.5806, 0.5544, 3.8399], [-1.5591, 0.9206, 4.6919], [-2.9289, 0.8799, 4.2890], [-3.3030, 0.3806, 3.0797], [-1.8680, 1.2201, 1.2406], [-0.1782, -2.7035, 2.3600], [-0.5437, -3.7224, 1.4951], [-1.1324, -4.8876, 1.9530], [-1.4179, -5.0142, 3.3204], [-1.1802, -3.9527, 4.2008], [-0.5554, -2.8243, 3.6780], [1.1432, -3.9237, -2.3292], [2.2044, -6.1731, -1.7987], [3.7482, -6.3919, 0.2097], [4.2041, -4.4894, 1.5778], [3.5389, -2.1180, 0.7759], [-1.2073, -1.0273, -1.9580], [-2.1905, -0.7170, -4.2300], [-0.7223, -0.5882, -6.2263], [1.6081, -1.2051, -6.0604], [2.6408, -1.5711, -3.8697], [0.5166, 0.5882, 4.1483], [-1.4519, 1.1168, 5.7678], [-3.6614, 1.0904, 5.0420], [-4.3680, 0.2044, 2.9640], [-2.4085, 1.9030, 0.5739], [-0.2518, -3.6483, 0.4772], [-1.3238, -5.7162, 1.2802], [-1.8973, -5.9096, 3.7278], [-1.4104, -4.0233, 5.2592], [-0.3112, -1.9802, 4.3567], [5.2704, 4.6087, 0.6013], [4.1063, 3.9364, 0.7224], [3.8721, 2.9755, -0.0407], [3.1869, 4.5222, 1.7454], [1.8476, 3.8608, 1.7978], [5.8576, 4.0962, -0.0981], [5.3645, 5.5729, 0.8763], [3.3094, 5.5958, 1.6675], [3.8283, 4.3433, 2.5995], [1.0670, 4.5243, 1.5032], [1.5658, 3.6177, 2.8419], [-0.6164, 1.2730, 1.5478], [-2.3154, -0.0039, 2.0067], [-2.9226, -1.1714, 1.1541], [-3.3682, -2.3217, 1.8433], [-4.0903, -3.2887, 1.1397], [-4.4074, -3.1643, -0.2256], [-3.9695, -1.9669, -0.8656], [-3.1849, -1.0610, -0.2310], [-3.1068, -2.5128, 2.8914], [-4.2550, -4.2712, 1.6438], [-4.9746, -3.8420, -0.7826], [-4.2941, -1.8020, -1.8641], [-2.8157, -0.1913, -0.7759], [1.2042, 2.9074, -2.3684], [0.3544, 3.9600, -2.5938], [0.8765, 5.2910, -2.9128], [0.1081, 6.3447, -3.3056], [-1.2792, 6.2891, -3.1479], [-1.8715, 5.0163, -2.8882], [-1.1046, 3.8853, -2.6562], [-2.1520, 7.3705, -3.3837], [-2.8238, 8.3308, -3.5366], [2.3260, 3.0241, -2.4739], [0.7013, 1.9556, -2.3959], [1.9169, 5.4345, -3.0010], [0.6024, 7.2856, -3.5764], [-2.9551, 4.9967, -2.9160], [-1.4661, 2.8244, -2.6121]], "lowdin_charge": [0.991, 0.198, 0.359, -0.564, 0.342, 0.206, -0.340, -0.105, -0.143, -0.136, -0.083, -0.120, -0.371, -0.104, -0.088, -0.125, -0.096, -0.100, -0.462, -0.104, -0.105, -0.104, -0.026, -0.072, -0.314, -0.089, -0.092, -0.109, -0.099, -0.112, 0.115, 0.114, 0.100, 0.078, 0.063, 0.067, 0.096, 0.115, 0.086, 0.069, 0.051, 0.099, 0.083, 0.106, 0.131, 0.085, 0.099, 0.091, 0.094, 0.108, 0.121, -0.554, -0.111, -0.308, -0.283, 0.129, 0.091, 0.090, 0.100, -0.026, -0.015, 0.066, -0.248, -0.123, -0.055, -0.099, -0.071, -0.092, -0.055, 0.112, 0.104, 0.066, 0.087, 0.106, -0.083, -0.354, -0.083, -0.103, -0.324, -0.086, -0.076, -0.278, 0.046, 0.056, 0.006, 0.072, 0.103, 0.091, 0.098], "spin_multiplicity": 1, "gap_ev": 4.75, "homo_ev": -0.70, "total_charge": -2}



2 | {"formula": "C43H37CaN3OP2S2", "method": "ωB97M-V/def2-TZVPD", "symbols": ["Ca", "S", "P", "C", "P", "S", "C", "C", "C", "C", "C", "C", "C", "C", "C", "C", "C", "C", "C", "C", "C", "C", "C", "C", "C", "C", "C", "C", "C", "C", "H", "H", "H", "H", "H", "H", "H", "H", "H", "H", "H", "H", "H", "H", "H", "H", "H", "H", "H", "H", "N", "C", "O", "C", "C", "H", "H", "H", "H", "H", "H", "N", "C", "C", "C", "C", "C", "C", "C", "H", "H", "H", "H", "H", "C", "C", "C", "C", "C", "C", "C", "C", "N", "H", "H", "H", "H", "H", "H"], "xyz": [[13.8907, 9.4628, 19.6723], [13.2476, 9.9232, 22.3047], [11.3722, 10.4464, 21.5742], [11.3752, 11.2383, 19.9953], [12.2766, 12.6172, 19.6146], [14.3133, 12.3306, 19.3673], [11.5009, 13.4581, 18.1465], [12.2213, 14.3795, 17.3857], [11.6645, 15.0775, 16.2619], [10.3581, 14.8384, 15.9341], [9.6156, 13.8908, 16.6383], [10.1493, 13.2293, 17.7761], [11.8825, 13.7961, 20.8929], [10.6059, 14.3135, 21.0209], [10.3273, 15.3517, 21.9136], [11.3481, 15.9520, 22.6847], [12.6601, 15.4400, 22.5472], [12.8872, 14.3954, 21.6615], [10.3605, 9.0424, 21.0711], [9.1934, 8.6030, 21.8473], [8.6088, 7.3841, 21.7363], [9.1281, 6.3087, 20.9295], [10.2143, 6.5715, 20.1917], [10.9386, 7.8394, 20.1373], [10.4732, 11.4047, 22.8673], [9.2118, 11.8469, 22.5464], [8.5241, 12.5945, 23.5090], [9.1015, 12.9754, 24.7180], [10.4265, 12.5331, 24.9582], [11.0938, 11.7437, 24.0584], [13.3117, 14.4965, 17.5629], [12.2571, 15.7348, 15.6901], [9.8158, 15.1968, 15.0777], [8.6183, 13.6437, 16.3174], [9.5674, 12.5160, 18.3677], [9.7627, 13.9244, 20.3961], [9.3173, 15.6662, 22.0768], [11.1125, 16.7130, 23.3814], [13.4548, 15.9580, 23.0708], [13.8863, 14.0407, 21.5177], [8.8842, 9.1517, 22.7304], [7.8438, 7.1959, 22.4948], [8.6547, 5.3470, 20.9668], [10.6749, 5.8513, 19.5658], [12.0164, 7.5850, 20.1293], [8.7280, 11.6236, 21.6103], [7.4947, 12.7975, 23.2732], [8.5447, 13.5944, 25.4014], [10.9006, 12.7679, 25.8714], [12.0622, 11.3228, 24.3209], [14.3981, 8.3651, 15.6438], [14.6544, 8.2765, 16.9200], [15.0981, 9.1826, 17.6328], [14.3573, 6.9257, 17.6274], [14.4538, 7.1018, 19.1373], [14.5322, 9.2545, 15.1383], [13.9884, 7.6076, 15.1107], [14.9564, 6.2093, 17.1270], [13.3073, 6.6002, 17.3898], [15.4861, 6.9834, 19.4719], [13.9191, 6.3252, 19.6790], [11.5523, 9.9767, 19.2653], [10.5026, 9.1229, 19.5288], [9.2868, 9.2385, 18.5933], [9.5906, 9.5629, 17.3195], [8.5757, 9.8093, 16.3833], [7.2559, 9.7443, 16.7569], [6.9808, 9.3539, 18.0768], [7.9917, 9.1363, 19.0114], [10.6481, 9.7488, 17.0582], [8.8636, 9.9909, 15.3663], [6.4936, 9.9120, 16.0269], [5.9271, 9.3583, 18.3931], [7.7003, 8.7885, 19.9514], [12.6869, 11.0664, 14.0997], [13.2646, 10.6471, 12.9533], [13.1753, 9.2789, 12.5086], [13.6270, 8.9558, 11.2439], [14.2125, 9.8334, 10.3295], [14.3963, 11.1856, 10.7677], [13.9313, 11.6203, 12.0022], [14.5309, 9.2057, 9.0921], [14.6403, 8.5282, 8.1454], [12.1428, 10.3134, 14.7361], [12.4947, 12.0870, 14.4140], [12.8714, 8.5770, 13.2650], [13.6555, 7.9058, 11.0221], [14.8804, 11.9586, 10.1658], [14.0719, 12.6450, 12.3176]], "lowdin_charge": [0.976, 0.126, 0.606, -0.633, 0.519, 0.152, -0.299, -0.083, -0.084, -0.122, -0.084, -0.071, -0.340, -0.095, -0.085, -0.081, -0.083, -0.094, -0.298, -0.084, -0.136, -0.094, -0.050, -0.098, -0.335, -0.114, -0.099, -0.079, -0.088, -0.111, 0.086, 0.078, 0.090, 0.088, 0.092, 0.116, 0.087, 0.074, 0.091, 0.055, 0.096, 0.092, 0.086, 0.097, 0.098, 0.110, 0.091, 0.086, 0.080, 0.060, 0.195, -0.564, -0.128, -0.263, -0.340, 0.114, 0.109, 0.068, 0.107, -0.013, -0.022, -0.231, -0.451, -0.140, -0.035, -0.084, -0.113, -0.088, -0.030, 0.120, 0.095, 0.082, 0.093, 0.070, -0.058, -0.377, -0.101, -0.110, -0.310, -0.096, -0.063, -0.277, 0.052, 0.041, 0.022, 0.070, 0.093, 0.088, 0.078], "spin_multiplicity": 1, "gap_ev": 4.84, "homo_ev": -0.97, "total_charge": -2}



Relative to the most stable structure, the computed energies are 1 124.3; 2 0.0, all in kJ/mol.